Record 1
The following is a DFT calculation (wB97M-V/def2-TZVPD) of a 2-piece molecular cluster, Br3Cl3Si2 overall.

Calculated values
* LUMO energy: -1.11 eV
* energy above the lowest of the compared OMol25 structures with the same formula, charge and spin: 144.7 kJ/mol
* net charge: 0
* orbital gap: 8.197 eV

CARTESIAN COORDINATES (ANGSTROEM)
Si  2.3171  0.0390  0.0745
Si  -3.6459  0.4825  -0.7155
Cl  2.6576  1.5631  -1.2000
Cl  3.0073  -1.7737  -0.5084
Cl  3.0074  0.6467  1.8777
Br  0.1024  0.0789  0.3365
Br  -3.5326  0.6367  1.5068
Br  -3.9132  -1.6733  -1.3714


Record 2
The following is a DFT calculation (wB97M-V/def2-TZVPD) of C16H21Cl3OSZr as an isolated structure.

Calculated values
* LUMO energy: 4.78 eV
* net charge: -2
* orbital gap: 4.100 eV

CARTESIAN COORDINATES (ANGSTROEM)
C  2.2734  -1.7704  -0.1666
C  2.2156  -1.1322  -1.4340
C  0.9618  -1.4492  -2.0315
C  3.2736  -0.2967  -2.0307
C  0.2631  -2.3153  -1.1478
C  1.1083  -2.5703  -0.0273
C  0.8997  -3.5963  1.0031
C  3.3567  -1.6162  0.8146
C  0.5121  -0.9920  -3.3568
C  -1.0613  -2.9100  -1.3670
Zr  -0.5431  0.7707  1.3720
Cl  0.8671  1.8722  -0.3692
Cl  1.1308  1.3397  3.0747
Cl  -2.0911  0.2360  -0.4709
H  3.8318  0.2301  -1.2462
H  2.8385  0.4430  -2.7156
H  3.9935  -0.9063  -2.6024
H  0.7625  0.0711  -3.4800
H  -0.5677  -1.1375  -3.4710
H  1.0083  -1.5519  -4.1657
H  -1.6810  -2.2175  -1.9417
H  -1.5435  -3.0913  -0.4003
H  -1.0102  -3.8663  -1.9081
H  -0.1674  -3.7565  1.1755
H  1.4020  -3.3130  1.9344
H  1.3052  -4.5752  0.6975
H  3.7385  -0.5892  0.7801
H  4.2069  -2.2881  0.6343
H  2.9747  -1.8216  1.8177
O  -0.4499  -1.0846  1.9242
H  -0.5383  -1.6129  2.7526
S  -2.6062  1.1799  2.9201
C  -2.6530  2.5895  1.9733
C  -3.7856  2.8663  1.1599
C  -3.9149  4.1134  0.5808
C  -2.9370  5.1074  0.7806
C  -1.7500  4.7809  1.4409
C  -1.5776  3.5198  2.0085
H  -4.5226  2.0821  1.0145
H  -4.7920  4.3381  -0.0252
H  -3.1013  6.1296  0.4125
H  -0.9568  5.5251  1.5126
H  -0.6737  3.2655  2.5736


Record 3
The following is a DFT calculation (wB97M-V/def2-TZVPD) of C5H6O2 as an isolated structure.

Calculated values
* LUMO energy (alpha / beta): 0.62 / 0.53 eV
* energy above the lowest of the compared OMol25 structures with the same formula, charge and spin: 534.9 kJ/mol
* net charge: 0
* orbital gap (alpha / beta): 8.149 / 7.874 eV

CARTESIAN COORDINATES (ANGSTROEM)
C  0.4851  0.5591  1.2524
O  0.4349  -0.7709  1.3384
C  -0.0593  -1.4727  0.3563
C  -0.6293  -0.6630  -0.7411
O  -1.5014  0.3399  -0.1352
C  -0.3053  1.1228  0.0722
C  0.4805  0.3834  -1.0073
H  1.4100  0.3131  -0.2982
H  0.7306  1.0399  2.1790
H  0.0537  -2.5410  0.4131
H  -1.1389  -1.2272  -1.5317
H  -0.4790  2.1992  0.0752
H  0.6003  0.7146  -2.0416


Molecular weight readings, ordered: 402.2, 459.0, 98.1 g/mol